No. 1
C18H30BNO8S2 | ωB97M-V/def2-TZVPD

Geometry as XYZ:
```
60
C18H30BNO8S2 | the OMol25 dataset | ωB97M-V/def2-TZVPD
N 3.00621 3.77715 0.05446
C 1.60710 3.79417 -0.40938
C 1.04669 2.36972 -0.37730
C -0.06587 2.13543 -1.41862
C -1.42512 1.56629 -0.95380
B -2.01628 2.64720 0.11367
O -3.06470 2.37366 0.99045
O -1.49866 3.90757 0.10793
O -2.23207 1.69638 -2.18631
S -3.80131 1.51638 -2.10033
O -4.20898 0.99808 -3.36878
O -4.39963 2.73330 -1.61825
C -4.00225 0.24797 -0.88421
C -2.76803 -0.63749 -0.83232
C -1.40495 0.05968 -0.51283
C -0.38244 -0.76434 -1.35800
C 1.07136 -0.81595 -0.86791
C 1.69910 -2.22118 -0.98005
C 2.65913 -2.54576 0.17105
S 4.27582 -1.89994 -0.07358
O 4.17279 -0.54437 -0.51897
O 5.10007 -2.21169 1.06035
O 4.77223 -2.80854 -1.28802
C -1.16923 -0.03717 1.01110
C -0.69073 -1.33618 1.63808
C 0.04397 -1.21798 2.81794
C 0.52979 -2.32309 3.48797
C 0.31044 -3.59766 2.98497
C -0.42268 -3.73730 1.82053
C -0.91887 -2.62420 1.16096
H 3.27380 4.68119 0.42292
H 3.11211 3.11727 0.81743
H 0.99184 4.46362 0.19528
H 1.61994 4.12161 -1.45144
H 0.75651 2.10472 0.64028
H 1.90093 1.73784 -0.63141
H -0.31658 3.11192 -1.84167
H 0.30451 1.55302 -2.26470
H -3.85179 2.84510 0.68012
H -1.71718 4.35622 0.93369
H -4.28887 0.64601 0.08174
H -4.84947 -0.31691 -1.28209
H -2.71637 -1.15906 -1.79179
H -2.95933 -1.40091 -0.07670
H -0.75169 -1.78774 -1.44182
H -0.43540 -0.37075 -2.37784
H 1.17207 -0.46256 0.15670
H 1.68603 -0.15634 -1.48011
H 2.25643 -2.26892 -1.92085
H 0.94510 -3.00670 -1.03708
H 2.76577 -3.62547 0.28690
H 2.32212 -2.11798 1.11781
H 5.66992 -3.09996 -1.06260
H -0.47453 0.73322 1.35212
H -2.11800 0.21610 1.49731
H 0.23195 -0.23312 3.23415
H 1.08884 -2.20060 4.40845
H 0.68335 -4.47544 3.49730
H -0.62175 -4.71704 1.40044
H -1.50316 -2.78849 0.26667
```

Results
* orbital gap: 9.484 eV
* structure (SMILES): NCCC[C@@]1(B(O)O)OS(=O)(=O)CC[C@]1(CCCCS(=O)(=O)O)Cc1ccccc1
* strongest force on any atom: 0.018 hartree/bohr



No. 2
C5H8O | ωB97M-V/def2-TZVPD

Geometry as XYZ:
```
14
C5H8O | the OMol25 dataset | ωB97M-V/def2-TZVPD
O 0.93218 1.61430 1.91309
C 0.21367 0.56288 1.60628
C 0.79407 -0.07010 -0.69330
C -0.27786 0.65083 0.18526
C -1.23742 -0.50478 -0.16924
C 0.00017 -1.37301 -0.47840
H 1.00406 2.27046 1.18185
H 1.83910 -0.02085 -0.37026
H 0.72278 0.27605 -1.72921
H -0.55664 1.67910 -0.10908
H -1.91812 -0.83724 0.61879
H -1.80445 -0.28242 -1.07934
H 0.34027 -1.87976 0.42891
H -0.05179 -2.08545 -1.30534
```

Results
* orbital gap: 9.303 eV
* strongest force on any atom: 0.008 hartree/bohr



The lowest orbital gap belongs to which entry?
C5H8O



strongest force on any atom of number 1 (C18H30BNO8S2)?
0.018 hartree/bohr



Which of these has the highest orbital gap?
C18H30BNO8S2